2 unconnected molecules or ions with the total composition C30H24NO in a non-equilibrium geometry. Source: the Open Molecules 2025 dataset; level of theory: ωB97M-V/def2-TZVPD.

Geometry as ORCA input:
```
! RIJCOSX wB97M-V def2-TZVPD def2/J DEFGRID3
* xyz 1 1
C 5.135 0.385 2.058
C 4.495 1.632 2.018
C 3.110 1.701 1.874
C 2.339 0.532 1.726
C 0.870 0.699 1.392
C 0.039 -0.435 1.218
N -1.323 -0.396 1.463
C -2.029 0.779 1.570
C -3.414 0.801 1.717
C -4.127 -0.444 1.751
C -5.532 -0.436 1.832
C -6.236 0.762 1.867
C -5.543 1.990 1.889
C -4.158 2.013 1.840
C -3.360 -1.627 1.697
C -2.010 -1.596 1.542
O 0.473 1.879 1.219
C 2.983 -0.708 1.801
C 4.371 -0.783 1.955
H 6.225 0.333 2.135
H 5.065 2.564 2.089
H 2.614 2.674 1.847
H 0.441 -1.434 1.077
H -1.448 1.684 1.484
H -6.054 -1.393 1.884
H -7.325 0.756 1.915
H -6.115 2.917 1.962
H -3.604 2.951 1.902
H -3.860 -2.588 1.764
H -1.388 -2.479 1.473
H 2.388 -1.615 1.723
H 4.864 -1.756 1.971
C 0.511 -1.258 -1.669
C -0.416 -0.552 -2.460
C -1.734 -1.093 -2.599
C -2.716 -0.399 -3.283
C -2.442 0.877 -3.805
C -1.139 1.390 -3.747
C -0.117 0.663 -3.149
C 1.912 -1.013 -1.605
C 2.799 -2.125 -1.561
C 4.168 -1.937 -1.509
C 4.701 -0.641 -1.485
C 3.844 0.463 -1.491
C 2.468 0.293 -1.530
H 0.143 -2.167 -1.185
H -1.936 -2.073 -2.158
H -3.710 -0.838 -3.391
H -3.241 1.460 -4.262
H -0.920 2.371 -4.169
H 0.911 1.017 -3.207
H 2.365 -3.130 -1.594
H 4.829 -2.803 -1.470
H 5.779 -0.497 -1.437
H 4.255 1.471 -1.426
H 1.807 1.159 -1.462
*
```

As for the orbital gap: 4.606 eV. The relative energy (zero: lowest compared OMol25 entry of this formula, charge and spin) comes out at 15.1 kcal/mol.

A molecular structure, AlF4N3O11S4 in a non-equilibrium geometry. Source: the Open Molecules 2025 dataset; level of theory: ωB97M-V/def2-TZVPD.

Geometry as ORCA input:
```
! RIJCOSX wB97M-V def2-TZVPD def2/J DEFGRID3
* xyz -1 2
Al -0.623 -0.271 -1.674
N -1.902 1.518 0.149
S -2.259 1.649 1.591
O -3.526 1.137 2.023
O -1.699 2.813 2.205
F -1.199 0.516 2.035
S -3.000 2.725 -0.287
O -2.474 3.806 -1.079
O -4.238 3.084 0.393
F -3.631 1.805 -1.475
N 1.764 -0.320 -0.173
S 2.571 0.970 0.608
O 3.536 1.730 -0.206
O 2.725 0.829 2.056
F 1.300 2.028 0.480
S 2.854 -1.402 0.249
O 2.544 -2.178 1.434
O 4.270 -1.121 -0.044
F 2.510 -2.432 -0.959
N 0.125 -4.244 -1.825
O 0.010 -4.701 -2.982
O -0.333 -3.160 -1.613
O 0.674 -4.781 -0.907
*
```

As for the orbital gap (alpha / beta): 8.557 / 4.439 eV.

C5H10OS2 in the gas phase in a non-equilibrium geometry. Source: the Open Molecules 2025 dataset; level of theory: ωB97M-V/def2-TZVPD.

Geometry as ORCA input:
```
! RIJCOSX wB97M-V def2-TZVPD def2/J DEFGRID3
* xyz 0 1
C 2.927 -0.364 -0.586
S 1.384 0.475 -0.939
C 0.163 -0.342 0.169
C -0.207 -1.713 -0.400
C 0.736 -0.564 1.572
C -1.118 0.563 0.152
O -0.813 1.806 0.360
S -2.636 0.023 0.248
H 2.758 -1.440 -0.357
H 3.543 0.055 0.206
H 3.457 -0.321 -1.527
H 0.654 -2.307 -0.612
H -0.791 -2.267 0.265
H -0.829 -1.599 -1.380
H -0.040 -1.171 2.083
H 0.904 0.362 2.124
H 1.697 -1.135 1.554
H 0.183 1.931 0.370
*
```

As for the orbital gap: 9.173 eV. Its SMILES is CSC(C)(C)C(O)=S. The relative energy (zero: lowest compared OMol25 entry of this formula, charge and spin) comes out at 8.0 kcal/mol.

C4H9N5 in the gas phase in a non-equilibrium geometry. Source: the Open Molecules 2025 dataset; level of theory: ωB97M-V/def2-TZVPD.

Geometry as ORCA input:
```
! RIJCOSX wB97M-V def2-TZVPD def2/J DEFGRID3
* xyz 0 1
C 0.204 0.803 0.318
C 2.591 0.864 0.473
C 0.746 -0.780 -1.561
C -3.473 0.428 0.281
N -1.219 1.299 0.789
N -1.513 -0.381 -0.659
N 1.179 1.253 0.906
N -0.126 -0.151 -0.612
N -2.006 0.429 0.237
H 2.730 -0.163 0.844
H 3.304 1.590 0.916
H 2.668 0.946 -0.564
H 1.076 0.072 -2.282
H 1.619 -1.269 -1.164
H 0.084 -1.420 -2.133
H -3.688 0.164 1.293
H -3.801 -0.357 -0.339
H -3.940 1.428 0.103
*
```

As for the orbital gap: 8.431 eV. The relative energy (zero: lowest compared OMol25 entry of this formula, charge and spin) comes out at 92.5 kcal/mol.

2 unconnected molecules or ions with the total composition C7H15NO in a non-equilibrium geometry. Source: the Open Molecules 2025 dataset; level of theory: ωB97M-V/def2-TZVPD.

Geometry as ORCA input:
```
! RIJCOSX wB97M-V def2-TZVPD def2/J DEFGRID3
* xyz 0 1
C -2.630 -1.815 -1.494
C -1.539 -1.318 -0.577
C -0.394 -0.831 -1.055
C 0.755 -0.447 -0.184
N 1.690 0.272 -0.910
C 0.778 -0.694 1.129
C 1.734 -0.046 2.117
C 1.606 1.512 2.007
H -3.413 -2.285 -0.891
H -2.275 -2.485 -2.266
H -3.169 -0.968 -1.942
H -1.720 -1.461 0.477
H -0.289 -0.627 -2.116
H 2.489 0.592 -0.376
H 1.967 0.004 -1.838
H 0.014 -1.192 1.713
H 1.625 -0.273 3.172
H 2.776 -0.327 1.872
H 1.725 2.073 2.938
H 2.330 1.859 1.280
H 0.558 1.753 1.799
O -1.691 2.285 -1.950
H -1.096 1.567 -1.707
H -1.830 2.853 -1.197
*
```

As for the orbital gap: 8.746 eV. Its SMILES is C/C=C/C(N)=C/CC.O. The relative energy (zero: lowest compared OMol25 entry of this formula, charge and spin) comes out at 52.6 kcal/mol.

A molecular structure, C35H38AsBrGaN3O4 in a non-equilibrium geometry. Source: the Open Molecules 2025 dataset; level of theory: ωB97M-V/def2-TZVPD.

Geometry as ORCA input:
```
! RIJCOSX wB97M-V def2-TZVPD def2/J DEFGRID3
* xyz 0 1
Ga 14.882 8.016 8.095
C 16.740 4.289 7.132
C 16.246 5.540 7.857
N 15.310 6.277 7.347
O 14.962 5.949 6.038
C 16.827 6.140 9.060
C 18.006 5.568 9.797
N 16.245 7.352 9.356
O 16.919 8.173 10.152
H 17.688 4.524 6.620
H 15.945 3.919 6.520
H 17.076 3.574 7.873
H 14.052 6.337 5.938
H 18.858 5.914 9.231
H 18.053 4.438 9.782
H 18.098 5.912 10.809
Br 8.177 9.022 10.411
C 8.926 7.941 9.109
C 8.067 7.104 8.383
C 8.623 6.215 7.434
C 9.924 6.351 7.114
C 10.802 7.292 7.754
C 10.280 8.057 8.785
C 12.191 7.429 7.284
O 12.492 6.774 6.288
O 13.012 8.197 8.000
H 7.017 7.112 8.593
H 7.957 5.464 6.926
H 10.397 5.745 6.372
H 10.911 8.700 9.426
C 21.855 13.667 8.953
C 20.846 12.642 9.218
C 20.212 12.042 8.090
C 19.117 11.205 8.191
C 18.580 10.536 6.952
C 18.532 11.094 9.444
As 16.519 10.511 9.637
N 15.686 9.751 8.156
C 15.057 10.504 7.094
C 15.432 10.244 5.828
C 15.045 11.024 4.699
C 14.266 12.128 4.929
C 13.642 12.274 6.188
C 13.950 11.403 7.232
C 15.345 12.160 10.053
C 14.140 11.962 10.776
C 13.602 10.568 10.979
C 13.466 13.039 11.342
C 13.905 14.368 11.095
C 13.184 15.488 11.741
C 14.956 14.515 10.207
C 15.635 13.448 9.608
C 16.662 13.797 8.524
C 19.257 11.447 10.619
C 18.829 10.870 11.929
C 20.311 12.365 10.475
H 22.643 13.645 9.739
H 21.452 14.684 9.020
H 22.361 13.502 7.984
H 20.719 12.127 7.138
H 19.437 10.147 6.389
H 18.111 11.268 6.283
H 17.841 9.770 7.278
H 16.131 9.468 5.740
H 15.525 10.898 3.716
H 14.093 12.940 4.187
H 12.816 13.032 6.383
H 13.384 11.527 8.172
H 13.166 10.180 10.030
H 12.750 10.706 11.717
H 14.302 9.814 11.440
H 12.633 12.869 12.009
H 13.455 16.556 11.505
H 13.423 15.440 12.794
H 12.127 15.393 11.671
H 15.291 15.496 9.915
H 16.492 14.835 8.275
H 16.597 13.145 7.614
H 17.702 13.701 8.824
H 17.809 11.217 12.277
H 19.504 11.247 12.701
H 18.933 9.789 11.940
H 20.710 12.924 11.349
*
```

As for the orbital gap (alpha / beta): 5.172 / 5.160 eV. The relative energy (zero: lowest compared OMol25 entry of this formula, charge and spin) comes out at 69.5 kcal/mol.

2 unconnected molecules or ions with the total composition CH4N2PS in a non-equilibrium geometry. Source: the Open Molecules 2025 dataset; level of theory: ωB97M-V/def2-TZVPD.

Geometry as ORCA input:
```
! RIJCOSX wB97M-V def2-TZVPD def2/J DEFGRID3
* xyz 1 1
C -0.956 0.212 -0.480
N -0.203 0.666 0.443
N -0.737 -0.941 -1.099
P 2.436 -0.319 1.231
S 3.074 0.870 2.530
H -1.843 0.754 -0.821
H -0.447 1.560 0.844
H -1.367 -1.279 -1.807
H 0.043 -1.522 -0.840
*
```

As for the orbital gap: 6.716 eV. The relative energy (zero: lowest compared OMol25 entry of this formula, charge and spin) comes out at 25.1 kcal/mol.

C4H9N3O2 in the gas phase in a non-equilibrium geometry. Source: the Open Molecules 2025 dataset; level of theory: ωB97M-V/def2-TZVPD.

Geometry as ORCA input:
```
! RIJCOSX wB97M-V def2-TZVPD def2/J DEFGRID3
* xyz 0 1
C 1.403 -0.019 0.602
C 0.096 0.624 0.151
C -0.339 0.456 -1.279
C -0.928 0.227 1.151
N -1.608 -0.859 1.204
N -1.088 1.152 2.076
N -1.825 0.874 3.182
O -1.765 1.710 4.054
O -2.541 -0.156 3.213
H 1.250 -1.220 0.619
H 1.769 0.224 1.626
H 2.170 0.357 -0.050
H 0.225 1.628 0.289
H 0.053 -0.501 -1.691
H -0.064 1.312 -2.052
H -1.478 0.340 -1.249
H -1.230 -1.454 0.458
H -2.091 -1.122 2.056
*
```

As for the orbital gap: 10.400 eV. Its SMILES is CC(C)/C(N)=N/[N+](=O)[O-]. The relative energy (zero: lowest compared OMol25 entry of this formula, charge and spin) comes out at 113.1 kcal/mol.